ORCA calculation (ωB97M-V/def2-TZVPD) on an isolated molecule of C4H8N2 in a non-equilibrium geometry.

Geometry as XYZ:
```
14
Properties=species:S:1:pos:R:3:forces:R:3:lowdin_charge:R:1
C -1.219068 1.305518 -1.030712 0.0 0.0 0.0 -0.10
C -0.784615 0.214842 -0.056247 -0.1 0.0 0.1 -0.28
N 0.531485 -0.308366 -0.416124 0.2 0.1 0.2 -0.07
C 1.130002 -1.275516 0.364100 0.0 -0.2 -0.4 -0.19
C 1.015448 -0.610821 2.463690 0.8 0.0 0.1 -0.06
N 1.989565 -0.735373 1.784927 -1.5 0.1 0.1 -0.06
H -1.237530 0.935292 -2.061754 0.0 0.0 0.2 0.08
H -0.545177 2.169403 -0.986930 -0.1 -0.1 0.0 0.07
H -2.222988 1.664824 -0.781888 0.2 -0.1 0.0 0.07
H -0.779021 0.593236 0.978934 0.0 0.0 -0.2 0.09
H -1.502747 -0.615026 -0.092167 0.2 0.1 0.0 0.12
H 1.171756 0.397826 -0.753823 -0.1 0.0 0.0 0.13
H 2.032154 -1.681562 -0.065133 -0.1 -0.1 -0.2 0.10
H 0.420735 -2.054276 0.653128 0.3 0.2 0.1 0.10
```
Positions in Å, forces in eV/Å.

As for the orbital gap: 10.866 eV. Its molar mass is 84.122 g mol⁻¹. The total energy is -7255.599 eV. Its LUMO energy is 0.9 eV.

ORCA calculation (ωB97M-V/def2-TZVPD) on a cluster of 2 separate species, C4H8N2 in total in a non-equilibrium geometry.

Geometry as XYZ:
```
14
Properties=species:S:1:pos:R:3:forces:R:3:lowdin_charge:R:1
C 2.089996 0.476774 -0.695406 -2.8 -1.1 2.9 0.24
C -0.308463 0.720300 0.171959 -2.8 -2.8 -1.2 -0.03
C 2.050941 -0.724822 0.080302 0.7 -1.6 0.3 0.11
C -1.595319 -0.945845 -0.403636 -0.3 0.3 1.0 0.22
N 1.051170 0.433245 0.087033 1.3 -0.1 -0.9 0.09
N -0.742973 1.803164 0.675713 5.0 1.6 1.4 0.28
H 2.393439 1.094307 -1.440105 1.1 1.7 -2.4 0.15
H 1.844772 -1.737848 -0.340038 -0.3 1.0 -0.1 0.17
H 2.677909 -0.785099 0.958828 -0.1 0.2 0.4 0.15
H -1.560332 -1.588962 0.508327 0.5 0.9 -0.6 0.08
H -2.629331 -0.617944 -0.602216 0.6 1.0 0.6 0.07
H -1.333433 -1.450609 -1.334738 1.3 0.5 0.1 0.07
H -1.674472 2.115675 0.753765 -1.7 0.0 -0.1 0.15
H 0.013915 2.502826 1.144698 -2.3 -1.7 -1.4 0.26
```
Positions in Å, forces in eV/Å.

Its total charge is +2. As for the orbital gap: 10.109 eV. Its molar mass is 84.122 g mol⁻¹. The total energy is -7233.472 eV. Its LUMO energy is -10.9 eV.

ORCA calculation (ωB97M-V/def2-TZVPD) on a cluster of 2 separate species, C4H8N2O in total in a non-equilibrium geometry.

Geometry as XYZ:
```
15
Properties=species:S:1:pos:R:3:forces:R:3:lowdin_charge:R:1
H -2.514061 -1.062366 0.614441 0.0 0.0 0.1 0.07
N -1.736271 -0.409887 0.685673 0.3 -0.5 0.2 0.09
C -0.686659 -0.876256 0.148708 -0.3 -0.1 0.7 -0.27
C 0.596192 -0.048863 0.332907 0.0 0.0 0.0 -0.57
C 0.533029 1.417192 -0.120916 -0.1 0.0 0.0 -0.03
O 0.765244 -0.121447 1.735408 0.1 0.2 0.3 0.00
C 1.752147 -0.712219 -0.316350 0.7 -0.5 -0.4 -0.14
N 2.644324 -1.208136 -0.860347 -1.0 0.5 0.5 0.18
H -0.575901 -1.867279 -0.305703 -0.1 0.2 0.1 0.13
H 1.389805 1.938328 0.316720 -0.1 -0.1 -0.1 0.10
H -0.388659 1.862243 0.263638 0.1 -0.1 -0.1 0.09
H 0.570661 1.537093 -1.208020 0.0 -0.1 0.2 0.08
H -0.148993 -0.010773 2.054234 0.4 0.0 0.3 0.09
H -0.813258 -0.315543 -1.885571 -0.3 0.3 -0.8 0.10
H -1.387601 -0.122088 -1.454815 0.2 0.2 -1.1 0.09
```
Positions in Å, forces in eV/Å.

As for the orbital gap: 11.303 eV. Its molar mass is 100.121 g mol⁻¹. The total energy is -9302.691 eV. Its LUMO energy is 0.6 eV. Its SMILES is [H]/N=C/[C@@](C)(O)C#N.[H][H].

ORCA calculation (ωB97M-V/def2-TZVPD) on an isolated molecule of C4H8N2O.

Geometry as XYZ:
```
15
Properties=species:S:1:pos:R:3:forces:R:3:lowdin_charge:R:1
C -1.430120 -1.395953 -0.042907 -0.1 -0.1 0.0 -0.14
C -0.385711 -0.491528 -0.637787 -0.3 -0.1 -0.1 -0.20
C -0.731875 0.930818 -0.762349 0.0 0.1 -0.1 -0.14
N -0.040051 0.615696 0.505109 0.2 -0.1 0.3 0.00
C 1.335027 0.347169 0.774087 0.1 0.0 0.2 -0.58
O 1.610917 -0.156560 1.837923 0.0 0.4 -0.3 0.09
N 2.219441 0.738303 -0.196601 0.0 -0.2 0.1 0.17
H -2.316349 -0.893150 0.395578 0.1 0.0 -0.1 0.07
H -1.777784 -2.085807 -0.817155 0.0 0.1 0.1 0.07
H -0.969428 -2.015419 0.737883 -0.1 0.1 -0.2 0.07
H -0.180634 1.597297 -1.429129 -0.1 -0.2 0.1 0.10
H -1.741533 1.300982 -0.537966 0.1 0.0 0.0 0.11
H -0.604302 0.605393 1.351374 0.1 -0.1 -0.2 0.17
H 1.887684 0.586502 -1.142629 0.0 0.0 0.2 0.09
H 3.124711 0.316256 -0.035437 -0.1 0.1 0.0 0.11
```
Positions in Å, forces in eV/Å.

As for the orbital gap: 8.796 eV. Its molar mass is 100.121 g mol⁻¹. The total energy is -9302.670 eV. Its LUMO energy is 0.9 eV.

ORCA calculation (ωB97M-V/def2-TZVPD) on an isolated molecule of C4H8N2O in a non-equilibrium geometry.

Geometry as XYZ:
```
15
Properties=species:S:1:pos:R:3:forces:R:3:lowdin_charge:R:1
N 1.993405 0.075706 -1.345930 0.1 0.3 0.8 0.10
C 1.569208 -0.903250 -0.411713 -0.5 -0.3 1.2 -0.49
O 1.993821 -2.018735 -0.301670 -0.5 0.5 -0.1 0.11
C 0.649167 -0.179052 0.678568 -0.1 -0.7 0.0 -0.14
N -0.381803 0.560922 -0.040893 0.1 -0.2 0.0 -0.15
C -1.635019 0.861320 0.630829 -0.1 0.1 0.2 -0.13
C -1.553491 -0.226167 -0.375933 -0.2 -0.2 -0.2 -0.14
H 2.087147 0.630412 -0.468431 1.3 1.6 -1.4 0.08
H 1.158159 0.572239 -1.673468 0.0 -0.3 -0.2 0.08
H 0.301461 -0.984165 1.322885 -0.5 0.0 0.2 0.11
H 1.168938 0.560865 1.327690 0.2 -0.6 -0.5 0.13
H -1.742138 0.580326 1.677115 0.0 0.0 -0.2 0.11
H -2.095625 1.810759 0.360915 0.2 -0.2 0.1 0.10
H -1.565058 -1.248865 -0.001297 -0.1 0.1 -0.1 0.11
H -1.948174 -0.092309 -1.378670 0.0 0.0 0.2 0.10
```
Positions in Å, forces in eV/Å.

As for the orbital gap: 10.659 eV. Its molar mass is 100.121 g mol⁻¹. The total energy is -9303.028 eV. Its LUMO energy is 0.8 eV. Its SMILES is NC(=O)CN1CC1.

ORCA calculation (ωB97M-V/def2-TZVPD) on an isolated molecule of C4H8N2O in a non-equilibrium geometry.

Geometry as XYZ:
```
15
Properties=species:S:1:pos:R:3:forces:R:3:lowdin_charge:R:1
C -2.885012 -0.553256 0.057584 0.2 -0.9 -1.3 -0.13
O -1.862004 0.432636 -0.026228 0.9 0.5 0.8 -0.26
N -0.506470 -0.044406 0.022143 -2.6 -1.2 -0.5 0.05
C 0.287129 0.915289 -0.120119 -1.2 0.6 0.8 -0.20
N 1.661132 0.693493 -0.144499 0.9 -0.1 -1.2 -0.04
C 2.020617 -0.387994 0.754037 4.3 0.7 1.1 -0.20
C 1.938768 -0.725675 -0.640503 -0.6 -0.3 -0.1 -0.11
H -3.808383 0.064441 0.378758 1.4 -1.3 -0.7 0.10
H -2.953019 -0.971359 -1.110580 -0.4 0.5 3.3 0.13
H -2.642079 -1.373332 0.867065 -0.5 1.5 -1.8 0.10
H -0.207639 1.881025 -0.026171 0.9 0.5 -0.5 0.14
H 1.268153 -0.616179 1.417089 -1.4 -1.0 1.4 0.07
H 3.096603 -0.335267 1.175266 -2.0 0.2 -0.4 0.14
H 0.973944 -1.249627 -0.800101 1.2 0.1 -0.9 0.10
H 2.916812 -0.894580 -1.141005 -1.3 0.2 0.0 0.12
```
Positions in Å, forces in eV/Å.

As for the orbital gap: 10.357 eV. Its molar mass is 100.121 g mol⁻¹. The total energy is -9300.604 eV. Its LUMO energy is 1.1 eV. Its SMILES is CO/N=C/N1CC1.

The lowest orbital gap belongs to which entry? number 4

Among the records above, which one has the highest total energy? number 2